# 1
A structure of composition C20H43FInN2O7S3. Source: the Open Molecules 2025 dataset; level of theory: ωB97M-V with the def2-TZVPD basis set.

XYZ file:
```
77
Properties=species:S:1:pos:R:3:forces:R:3:mulliken_charge:R:1
C -2.0900 -3.0751 6.3036 0.3443 0.1299 0.1556 -1.633
C -2.0454 -2.3327 4.9916 -0.4824 -0.5062 -0.8084 -0.039
N -3.3534 -1.7442 4.5767 0.0616 0.1703 0.6763 0.805
C -4.1412 -1.2133 5.6990 -0.0323 1.0360 -0.2033 -0.718
C -5.3938 -0.4712 5.2305 -0.1881 -0.7053 0.3225 -1.624
In -6.8665 -1.8025 4.1693 0.2633 0.4638 -0.7321 0.851
N -8.6415 -2.0794 5.3409 0.1461 -0.1754 0.0485 -0.735
C -5.9831 -3.7470 3.4653 -0.6511 0.3441 0.6691 -0.842
C -5.6757 -4.7527 4.5653 -0.3752 -0.2847 -0.9837 -0.170
F -4.2982 -4.9770 4.6938 0.3099 0.0856 0.3962 -0.325
C -3.0281 -0.7089 3.6606 -0.5284 -1.5448 -0.8343 0.491
C -2.8839 -1.1821 2.2396 0.6120 -0.3147 0.2329 -0.958
O -2.8320 0.4257 3.9628 0.2080 1.6747 0.4863 -0.561
H -1.1214 -3.5455 6.4533 0.1794 -0.0808 0.0264 0.466
H -2.2560 -2.4097 7.1421 -0.1270 0.0885 0.1957 0.337
H -2.8356 -3.8598 6.2992 -0.2456 -0.0563 -0.0860 0.293
H -1.2668 -1.5625 4.9594 0.1119 0.0217 0.4502 0.127
H -1.7756 -3.0639 4.2303 0.1184 -0.0060 -0.1953 0.237
H -3.4940 -0.5515 6.2967 -0.0012 0.0082 0.1889 0.338
H -4.4983 -2.0091 6.3404 0.3472 -0.4867 0.0275 0.486
H -5.8898 -0.1492 6.1491 -0.1765 0.1455 0.0309 0.456
H -5.1550 0.4261 4.6697 0.0031 0.0966 -0.0902 0.439
H -7.3760 -0.9104 2.6725 -0.0547 -0.1145 0.1001 -0.396
H -9.3836 -1.5246 4.9263 0.0072 0.0083 0.0315 0.133
H -8.5264 -1.7175 6.2826 -0.0343 0.0246 0.0018 0.130
H -6.7140 -4.2131 2.8076 -0.0930 0.0421 -0.2329 0.461
H -5.1128 -3.5139 2.8618 0.2879 -0.1030 0.0800 -0.041
H -6.0893 -5.7249 4.2890 -0.0644 -0.2026 0.1049 0.246
H -6.1070 -4.5036 5.5327 0.3683 0.1841 0.3067 0.193
H -3.4763 -2.0703 2.0629 -0.2240 0.0266 -0.1561 0.117
H -3.0562 -0.3828 1.5306 -0.2105 0.1246 -0.0549 0.445
H -1.8362 -1.4740 2.1424 0.0856 -0.1764 -0.1872 0.011
C 2.6406 0.7434 1.6745 -0.1703 -0.1869 0.2133 0.064
C 1.4114 1.2093 2.4634 0.1334 0.0116 0.0669 -1.122
C 0.4004 0.0578 2.4621 -0.0105 0.3592 0.0810 -0.256
S 1.3642 -1.4532 2.3214 0.0890 0.3417 0.1303 1.178
O 1.0604 -2.0833 1.0598 -0.0348 -0.1733 0.0964 -0.668
O 1.3009 -2.1863 3.5621 -0.0594 -0.2216 -0.1339 -0.659
C 2.9602 -0.6551 2.1914 0.2886 0.2652 -0.0515 -0.930
H 3.4863 1.4199 1.8046 0.0116 -0.0213 -0.0322 0.545
H 2.4016 0.7037 0.6177 -0.0186 -0.1185 0.2721 -0.247
H 1.7019 1.4419 3.4914 -0.0286 -0.0169 0.0010 0.317
H 0.9761 2.1113 2.0344 -0.0226 -0.0277 -0.0104 0.401
H -0.1833 0.0247 3.3795 -0.0825 -0.1225 -0.0645 0.106
H -0.2647 0.1085 1.6033 0.0322 -0.0864 -0.0226 0.409
H 3.6013 -1.2269 1.5234 -0.0936 -0.0917 -0.0033 0.431
H 3.3937 -0.6206 3.1916 -0.0607 -0.0906 0.0217 0.353
C 3.4338 2.5661 -4.0136 0.0871 0.1616 0.0175 0.512
C 4.7023 3.1156 -3.3504 -0.0441 -0.0617 0.0009 -0.633
C 4.5561 2.9098 -1.8363 0.2795 0.2864 -0.1863 -0.806
S 3.4908 1.4777 -1.6314 0.2371 0.0267 -0.6873 1.407
O 2.2586 1.9140 -1.0240 -0.0313 0.0745 -0.0490 -0.693
O 4.2600 0.3773 -1.1041 -0.1896 0.0417 0.2680 -0.695
C 3.1834 1.2078 -3.3705 -0.0329 0.0983 -0.3211 -0.907
H 3.5442 2.4765 -5.0932 -0.0601 0.0217 0.4340 -0.684
H 2.5922 3.2348 -3.8120 -0.0191 -0.0482 0.0098 0.346
H 5.5707 2.5634 -3.7160 -0.0182 -0.0019 -0.0151 0.287
H 4.8600 4.1665 -3.5899 0.0194 -0.0092 0.0077 0.384
H 5.5107 2.7118 -1.3544 -0.0874 -0.0694 0.1263 0.414
H 4.0682 3.7580 -1.3592 -0.0872 -0.0909 0.0499 0.368
H 2.1683 0.8428 -3.5078 0.0108 -0.0652 0.1528 0.452
H 3.9011 0.4661 -3.7211 -0.0027 -0.0228 0.0540 0.374
C 3.7919 1.6746 -10.1829 -0.0809 0.0802 0.0325 -0.573
C 3.7146 3.2065 -10.2193 0.0485 -0.0523 -0.0144 -0.636
C 3.3961 3.6831 -8.7964 -0.0704 0.2180 -0.3475 -0.696
S 4.0668 2.4371 -7.6908 0.2159 -0.0068 -0.6175 1.207
O 2.9715 1.7971 -7.0082 0.0028 -0.0246 0.0672 -0.707
O 5.1959 2.9802 -6.9774 -0.1685 -0.0758 0.2750 -0.702
C 4.6479 1.3296 -8.9684 0.0129 -0.1424 -0.3216 -0.734
H 4.2186 1.2685 -11.0988 -0.0031 -0.0096 0.0101 0.352
H 2.7900 1.2566 -10.0634 0.0241 -0.0334 0.0086 0.298
H 4.6773 3.6123 -10.5370 0.0016 -0.0126 0.0193 0.294
H 2.9634 3.5561 -10.9260 0.0013 0.0135 0.0171 0.325
H 3.8590 4.6407 -8.5712 -0.0147 -0.0371 0.1546 0.374
H 2.3234 3.7391 -8.6210 0.0223 -0.0755 0.1058 0.384
H 4.5363 0.3001 -8.6358 0.0042 0.0574 0.1536 0.381
H 5.6990 1.5555 -9.1472 0.0034 0.0207 0.0635 0.367
```
Forces are in eV/Å.

Output
Net charge ... -1
HOMO level ... -3.9 eV

=====

# 2
A cluster of 3 separate species, C20H43FN3O2S in total. Source: the Open Molecules 2025 dataset; level of theory: ωB97M-V with the def2-TZVPD basis set.

XYZ file:
```
70
Properties=species:S:1:pos:R:3:forces:R:3:mulliken_charge:R:1
N 2.4102 -2.2043 4.1452 1.2293 0.2514 0.2399 -0.470
C 3.7801 -2.0003 4.6765 -0.6087 1.1047 0.0768 -0.321
C 3.6361 -1.5306 6.2046 1.0506 -0.4385 -2.0483 -0.602
S 3.7616 0.3289 6.1659 1.4723 -0.2470 1.5238 0.394
F 5.3319 0.5500 5.7317 -2.7120 -0.4360 -0.1622 -0.144
H 2.4377 -1.9098 3.1687 -0.6717 -0.3335 0.1846 0.225
H 1.7569 -1.6105 4.6560 -0.1205 -0.2414 -0.4863 0.155
H 4.2435 -1.1532 4.0795 0.1126 -0.9127 0.8060 0.274
H 4.4617 -2.8789 4.5637 -0.8105 0.5369 0.3234 0.336
H 2.6480 -1.8169 6.6495 0.8404 0.4297 -0.2184 0.514
H 4.5180 -1.9253 6.7842 -0.9878 0.9120 -0.0963 0.347
H 2.9235 0.7488 5.1378 1.0601 -0.7066 -0.2415 0.304
C -3.7719 -2.8955 2.3019 -0.1379 -0.3612 -0.1078 -1.750
C -2.5348 -1.9551 2.3702 -1.8129 -0.4674 1.0134 2.074
C -2.8564 -0.5874 1.7329 0.2459 0.1671 -0.3714 -1.589
C -2.9457 -0.6376 0.2127 0.0429 -0.0283 0.0328 -0.645
C -1.6670 -1.2319 -0.3694 -0.1234 0.3696 0.3492 -0.833
C -1.3430 -2.6109 0.2254 -0.3816 -1.4528 -1.8381 1.835
N -1.3626 -2.6134 1.7213 1.9210 3.1892 0.1603 0.336
O -0.2667 -1.9816 2.1370 -0.7391 -1.2730 -0.0047 -0.510
C -2.3545 -3.6355 -0.3405 -0.3093 -0.0363 0.0860 -2.005
C 0.0086 -3.1068 -0.3272 0.3898 0.3423 0.5670 -1.925
C -2.3319 -1.7304 3.8831 0.7055 0.0157 -0.0445 -1.976
H -4.6393 -2.4012 1.8603 0.0635 -0.0389 -0.0437 0.341
H -3.5876 -3.8150 1.7532 0.0574 0.1480 -0.1091 0.347
H -4.0702 -3.2482 3.2920 0.0641 0.2769 0.0192 0.487
H -2.0839 0.1412 2.0076 0.1059 -0.1869 0.0545 0.408
H -3.7931 -0.1950 2.1403 0.0545 -0.2499 0.1488 0.393
H -3.8200 -1.2180 -0.0954 0.0287 -0.0107 -0.0001 0.375
H -3.0974 0.3700 -0.1844 -0.0010 -0.0396 0.0303 0.439
H -1.7655 -1.3054 -1.4560 0.1417 -0.2239 0.0816 0.556
H -0.8400 -0.5384 -0.1870 0.0492 -0.1613 0.0699 -0.091
H -2.2338 -4.6123 0.1348 -0.0095 0.0801 0.0230 0.407
H -2.1959 -3.7800 -1.4111 0.1909 0.1401 0.0940 0.433
H -3.3921 -3.3239 -0.2404 0.0172 -0.0369 0.0890 0.402
H 0.8297 -2.4183 -0.1138 -0.1435 -0.0413 0.1184 0.292
H -0.0338 -3.2073 -1.4133 -0.2507 0.0630 0.1079 0.422
H 0.2651 -4.0844 0.0866 -0.0427 0.0285 0.0447 0.474
H -2.0910 -2.6689 4.3901 0.0183 0.0367 -0.0936 0.490
H -3.2520 -1.3435 4.3295 -0.0264 -0.1049 -0.2749 0.463
H -1.5462 -1.0067 4.1084 0.0547 -0.0677 -0.1542 0.289
C -0.4009 3.9245 -1.9538 -0.3165 0.1848 -0.1612 -1.762
C 0.5272 2.6760 -1.9618 -0.7655 1.5215 1.2473 2.283
C 2.0048 3.1001 -2.0883 0.2690 -0.1592 -0.3396 -1.484
C 2.3721 3.5921 -3.4831 -0.0007 -0.0355 0.0038 -0.455
C 2.0068 2.5378 -4.5246 0.2527 -0.0035 0.4267 -1.178
C 0.5292 2.1234 -4.4392 -0.8752 0.8815 -1.9379 1.656
N 0.1153 1.7469 -3.0528 2.9775 -2.0645 0.5290 0.352
O 0.6479 0.5540 -2.7842 -1.2908 0.9381 -0.2116 -0.546
C -0.3352 3.2891 -4.9753 -0.0436 0.2844 0.1398 -1.892
C 0.2522 0.9859 -5.4428 0.2264 -0.5371 0.5062 -1.873
C 0.3325 2.0677 -0.5587 0.1100 -0.6891 -0.1725 -2.234
H 0.1651 4.8573 -1.9942 -0.0264 -0.0416 -0.0706 0.341
H -1.1261 3.9307 -2.7628 0.1747 -0.0316 -0.0761 0.345
H -1.0237 3.9631 -1.0566 0.2588 -0.0803 0.0796 0.472
H 2.6566 2.2538 -1.8403 -0.2030 -0.1110 -0.0340 0.374
H 2.2361 3.8784 -1.3542 -0.2735 -0.0646 0.0427 0.386
H 1.8678 4.5394 -3.6946 -0.0231 -0.0364 -0.0179 0.259
H 3.4436 3.8031 -3.5327 -0.0525 -0.0089 0.0206 0.399
H 2.2302 2.9222 -5.5238 -0.2490 -0.0946 -0.0098 0.385
H 2.6525 1.6637 -4.3850 -0.1592 -0.0616 0.0690 0.363
H -1.4000 3.0865 -4.8357 0.0732 -0.0068 0.0474 0.402
H -0.1743 3.4252 -6.0468 0.1092 -0.2111 0.0723 0.440
H -0.0998 4.2501 -4.5224 -0.0632 -0.0345 0.0676 0.388
H 0.8836 0.1108 -5.2731 -0.1134 0.0959 0.1683 0.359
H 0.4523 1.3169 -6.4639 -0.0045 0.2267 0.1750 0.428
H -0.7915 0.6688 -5.3958 0.0232 0.0195 0.0582 0.438
H -0.7006 1.7391 -0.4148 0.0582 0.0128 -0.0746 0.492
H 0.5479 2.8160 0.2101 -0.0405 0.1518 -0.2937 0.505
H 0.9920 1.2207 -0.3607 -0.0597 -0.0405 -0.2033 0.409
```
Forces are in eV/Å.

Output
Net charge ... +1
HOMO level (spin up / spin down) ... -10.5 / -11.1 eV
<S²> ... 2.009
2S+1 ... 3

=====

# 3
A structure of composition C20H43GaN2OP3S. Source: the Open Molecules 2025 dataset; level of theory: ωB97M-V with the def2-TZVPD basis set.

XYZ file:
```
71
Properties=species:S:1:pos:R:3:forces:R:3:mulliken_charge:R:1
Ga 0.4087 0.0788 0.7124 -1.6583 0.6610 -0.4791 1.479
P 1.7763 -0.7689 2.2733 3.3357 -1.9464 3.7074 0.616
P 1.5844 2.0501 0.3593 2.0785 3.5942 -1.2143 1.004
P -0.6274 -1.9439 0.2031 -1.6456 -3.3466 -1.4684 0.937
H -0.6494 2.1725 -8.7710 -0.1453 -0.0170 -0.0688 0.280
C -1.5942 1.6445 -8.6692 -0.0858 0.0663 0.2742 -0.601
C -2.7252 2.2826 -8.3787 0.1860 -0.1167 0.1599 -0.480
H -2.7530 3.3591 -8.2307 0.0224 -0.1353 -0.0962 0.259
C 3.2424 -1.6841 1.6235 -0.4452 0.2818 -0.5811 -1.311
C 2.6348 0.3266 3.4952 -0.3136 0.4472 -0.4895 -1.323
C 1.1488 -2.0044 3.5047 -0.5405 0.0123 -0.2587 -0.894
C 0.8243 3.1625 -0.8903 -0.4641 -0.5494 -0.0811 -1.465
C 1.9566 3.3185 1.6578 -0.4656 -0.4907 0.5958 -1.273
C 3.2608 1.8313 -0.3758 -0.3520 -0.8199 0.1421 -1.417
C -1.9223 -1.8592 -1.1041 -0.0552 0.5137 0.1575 -1.428
C -1.4882 -3.0173 1.4399 0.1764 0.4984 0.5217 -1.138
C 0.4978 -3.1909 -0.5457 0.3714 0.5775 0.2062 -1.434
H -1.5663 0.5680 -8.8172 -0.0661 0.1066 -0.0899 0.292
H -3.6699 1.7545 -8.2769 0.1130 0.0484 -0.1028 0.271
H 3.9137 -2.0120 2.4253 -0.2698 0.1822 -0.0657 0.523
H 3.7804 -1.0295 0.9326 0.1226 -0.1301 0.0561 0.262
H 2.9041 -2.5571 1.0587 0.1230 0.0558 0.0576 0.302
H 3.2071 -0.2692 4.2149 -0.1543 -0.0583 -0.2880 0.506
H 1.8906 0.9153 4.0389 0.1840 0.0309 -0.0544 0.187
H 3.3155 1.0130 2.9863 -0.0134 -0.0167 0.1180 0.423
H 1.7903 -2.8925 3.5311 -0.0875 0.2295 -0.1134 0.479
H 0.1300 -2.3079 3.2614 0.1039 -0.0917 0.1945 0.022
H 1.1409 -1.5504 4.4995 0.0153 -0.0949 -0.2152 0.451
H 1.3158 4.1416 -0.8647 0.0363 -0.2831 0.1133 0.589
H -0.2419 3.2730 -0.6824 0.0939 0.1482 0.0023 0.416
H 0.9259 2.7235 -1.8851 0.0377 0.1181 0.0614 0.363
H 2.9526 3.7448 1.4934 -0.1565 -0.2567 -0.1412 0.454
H 1.9130 2.8933 2.6616 0.0414 0.1840 -0.0465 0.267
H 1.2215 4.1251 1.5878 -0.0006 -0.2116 0.0473 0.501
H 3.6722 2.7833 -0.7297 -0.2844 -0.1121 0.1625 0.515
H 3.1706 1.1350 -1.2132 0.1917 0.1096 -0.0513 0.305
H 3.9453 1.3931 0.3550 0.0140 0.0796 -0.0552 0.385
H -2.5137 -2.7815 -1.1066 0.3036 0.1057 0.0595 0.646
H -1.4430 -1.7269 -2.0759 -0.0565 -0.1200 0.0631 0.298
H -2.5811 -1.0047 -0.9357 -0.0173 -0.2051 0.0138 0.364
H -2.2315 -3.6456 0.9372 0.2303 0.2090 -0.0730 0.552
H -1.9920 -2.4061 2.1930 0.0119 -0.2379 -0.0962 0.110
H -0.7674 -3.6684 1.9422 -0.0970 0.1004 -0.1046 0.459
H -0.0651 -3.9732 -1.0678 -0.0028 0.2158 0.2076 0.492
H 1.1161 -3.6406 0.2355 -0.0600 -0.0672 -0.1368 0.407
H 1.1552 -2.6760 -1.2508 -0.0190 -0.2128 -0.0831 0.341
C -0.8108 0.6699 -2.1394 -0.4590 0.5829 2.0125 -0.783
C 0.3594 0.2637 -2.8249 0.7645 -0.3848 -1.0765 0.427
C 0.3882 0.1822 -4.2164 1.0056 -0.2661 1.4569 -0.959
C -0.7357 0.4959 -4.9828 -0.3610 0.1114 -0.0173 -0.426
C -1.9006 0.9002 -4.3217 -0.7190 0.2499 0.8600 -0.637
C -1.9436 0.9872 -2.9344 -0.8264 0.2678 -1.2248 0.221
O -0.9181 0.7869 -0.8259 0.5617 -0.2579 -2.2871 -0.447
H 1.5189 -0.4746 -0.3633 0.3693 -0.1755 -0.5377 -0.509
H 1.2310 0.0069 -2.2293 0.0400 0.0408 -0.3007 0.504
H 1.3073 -0.1332 -4.7070 -0.1860 0.0656 0.0935 0.478
H -0.7067 0.4276 -6.0663 -0.0474 0.0614 0.1037 0.429
H -2.7900 1.1498 -4.8967 0.1970 -0.0290 0.0832 0.512
H -2.8501 1.3071 -2.4260 0.1331 -0.0359 -0.0967 0.541
S -1.0959 1.0556 2.2049 0.3850 2.1547 -2.5033 -0.332
C -1.5021 0.1149 3.4711 -2.0780 -1.5017 4.5793 0.041
N -0.8875 0.1896 4.7235 -1.2651 -0.4442 -3.2094 0.128
C -1.6737 -0.5295 5.6937 -0.1887 -0.2720 1.5074 -0.518
C -2.9074 -1.0405 4.9101 -1.0079 -0.6738 1.0041 -0.524
N -2.7232 -0.5570 3.5640 3.1514 1.3392 -0.5419 -0.008
H -0.0436 0.7278 4.9500 -0.8272 -0.2929 -0.4577 0.229
H -1.9928 0.1717 6.4957 0.3246 -0.6175 -0.3486 0.383
H -1.0799 -1.3623 6.1253 -0.4621 0.5096 -0.0858 0.308
H -3.8376 -0.6048 5.3350 0.5127 -0.5253 -0.2543 0.346
H -2.9650 -2.1493 4.9119 -0.1116 0.6735 0.1484 0.282
H -3.4044 -0.6661 2.7987 0.7576 0.3638 0.6256 0.319
```
Forces are in eV/Å.

Output
Net charge ... +3
HOMO level (spin up / spin down) ... -15.3 / -15.3 eV